(1)
{"formula": "C46H34ClIO3P2RhS", "method": "wB97M-V/def2-TZVPD", "largest_force_ev_per_a": 0.6, "gap_ha": 0.2749, "charge": 1, "e_homo_ev": -10.356, "e_above_lowest_kcal_mol": 0.0, "molar_mass_g_mol": 994.05, "species": ["I", "Rh", "Cl", "S", "P", "P", "O", "O", "O", "C", "C", "C", "C", "C", "C", "C", "C", "C", "C", "C", "C", "C", "C", "C", "C", "C", "C", "C", "C", "C", "C", "C", "C", "C", "C", "C", "C", "C", "C", "C", "C", "C", "C", "C", "C", "C", "C", "C", "C", "C", "C", "C", "C", "C", "C", "H", "H", "H", "H", "H", "H", "H", "H", "H", "H", "H", "H", "H", "H", "H", "H", "H", "H", "H", "H", "H", "H", "H", "H", "H", "H", "H", "H", "H", "H", "H", "H", "H", "H"], "positions_angstrom": [[-2.9387, 1.8136, -0.9790], [-0.8861, 0.0409, -0.2051], [-1.5833, 0.2571, 2.1033], [3.3203, -1.4278, -1.7074], [0.4405, 2.0312, 0.2660], [0.9145, -1.4486, -0.2600], [3.0519, -0.9858, -3.0353], [4.6156, -1.2618, -1.1428], [2.2892, -0.6727, -0.7145], [1.0818, -4.4011, -0.3264], [2.9020, -5.4162, -1.5538], [4.4267, 2.2727, -0.7420], [0.4924, 3.6650, 2.5536], [-4.2861, 0.2418, -0.7216], [-3.7979, -1.0497, -0.3729], [1.7531, -5.5283, -0.7791], [-4.4292, -3.3762, 0.1337], [4.3055, 2.1088, 1.6438], [-0.6970, 3.2182, 4.5907], [5.0631, 2.2116, 0.4899], [0.2523, 3.5897, -2.0816], [1.9353, -1.9075, 4.2605], [2.9195, 2.0722, 1.5710], [-0.0246, 2.5033, 1.9667], [2.5283, -1.1926, 2.0382], [-0.7654, -2.1959, -2.5573], [-0.8748, 1.7303, 2.7412], [0.6955, -2.3170, 3.7912], [-6.5714, -0.4842, -0.7225], [-3.1174, -3.6912, 0.2952], [-0.2542, 4.6144, -2.8662], [2.7112, -3.0537, -1.4234], [-0.1103, 3.4697, -0.7379], [0.0437, 0.0817, -2.4265], [0.1603, 4.0217, 3.8455], [-4.7981, -2.0528, -0.2105], [-2.1341, -2.6945, 0.1229], [-0.7111, 0.4070, -3.5725], [1.5514, -3.1391, -0.6665], [3.0457, 2.2378, -0.8151], [-1.0353, 4.3811, -0.2210], [-1.1494, 5.5285, -2.3325], [-1.4513, -1.8823, -3.6966], [1.2719, -1.5795, 1.5682], [2.8479, -1.3465, 3.3805], [3.4035, -4.1655, -1.8733], [-1.5432, 5.4037, -1.0101], [2.2678, 2.1444, 0.3413], [0.3629, -2.1487, 2.4558], [-1.2224, 2.0637, 4.0416], [-5.6083, 0.5285, -0.8949], [-2.4107, -1.3881, -0.1955], [-1.4576, -0.5587, -4.1854], [-6.1683, -1.7404, -0.3875], [-0.0045, -1.2030, -1.8837], [-0.6640, 1.4118, -3.9726], [-5.9218, 1.5284, -1.1630], [1.1662, 4.2883, 1.9784], [0.9256, 2.8850, -2.5447], [4.3170, -4.0537, -2.4425], [-5.2057, -4.1202, 0.2579], [2.3555, 1.9730, 2.4874], [-2.0277, -0.3208, -5.0740], [-1.8899, 1.4275, 4.6059], [4.7890, 2.0530, 2.6108], [-7.6194, -0.2544, -0.8572], [3.4166, -6.3052, -1.8913], [-6.8947, -2.5318, -0.2508], [0.0513, 4.6914, -3.9014], [-1.5448, 6.3262, -2.9467], [-1.9907, -2.6537, -4.2297], [-0.7645, -3.2155, -2.1932], [3.8248, -1.0373, 3.7305], [2.5992, 2.2432, -1.7970], [0.5700, 4.9250, 4.2761], [-0.9575, 3.4920, 5.6042], [-1.1048, -3.0173, 0.2279], [5.0066, 2.3291, -1.6533], [2.1923, -2.0368, 5.3035], [-0.0211, -2.7676, 4.4658], [6.1430, 2.2351, 0.5454], [-2.2533, 6.1005, -0.5848], [-0.6213, -2.4567, 2.1228], [-1.3776, 4.2970, 0.8001], [0.8359, 0.7518, -2.1217], [1.3815, -6.5089, -0.5133], [-2.8167, -4.7005, 0.5480], [3.2689, -0.7828, 1.3704], [0.2089, -4.5242, 0.3018]], "forces_ev_per_a": [[-0.0722, -0.1085, 0.0380], [0.0700, -0.6020, 0.2225], [-0.0606, 0.1210, -0.0327], [-0.0013, 0.0808, -0.0202], [0.1046, -0.0520, 0.0066], [-0.0551, -0.0545, 0.0131], [-0.0012, -0.0123, 0.0316], [-0.0075, -0.0113, -0.0066], [0.0701, 0.0451, 0.1128], [-0.0202, -0.0038, 0.0100], [-0.0054, 0.0089, -0.0064], [0.0163, -0.0292, 0.0128], [-0.0917, 0.0153, -0.0485], [0.0533, -0.1230, 0.0078], [0.0054, 0.0755, -0.0701], [-0.0019, -0.0057, 0.0062], [0.0214, 0.0650, -0.0136], [-0.0037, -0.0111, -0.0032], [0.0111, 0.0193, 0.0131], [0.0085, 0.0131, -0.0076], [-0.0084, 0.0205, 0.0155], [0.0173, 0.0028, -0.0202], [0.0265, -0.0915, 0.0205], [-0.0562, -0.0250, 0.0103], [-0.0600, -0.0428, 0.0407], [-0.0962, -0.0395, 0.0708], [0.0106, 0.0142, -0.0685], [-0.0093, -0.0099, 0.0052], [-0.0035, -0.0081, 0.0019], [0.0094, -0.0110, -0.0105], [0.0277, -0.0413, -0.0144], [0.0377, -0.0069, 0.0100], [-0.0976, -0.0213, 0.0448], [0.1536, 0.2605, -0.2603], [-0.0037, 0.0115, 0.0255], [-0.0121, -0.0612, 0.0205], [0.0565, 0.0008, -0.0363], [-0.0167, 0.0172, -0.0911], [-0.1488, 0.0310, 0.0003], [-0.0275, -0.0766, -0.0029], [0.1371, 0.0580, 0.0016], [-0.0197, 0.0170, 0.0123], [0.0732, -0.0273, 0.0992], [0.2002, 0.1413, -0.1241], [-0.0058, -0.0231, 0.0217], [-0.0146, -0.0096, 0.0131], [0.0053, 0.0080, -0.0148], [0.0121, 0.1034, 0.0023], [-0.1131, -0.0317, -0.0200], [0.0244, -0.0088, -0.0275], [0.0011, -0.0057, -0.0029], [0.0257, 0.1936, -0.0508], [-0.0168, 0.0095, -0.0136], [-0.0136, -0.0010, -0.0071], [-0.0302, 0.0830, 0.0747], [-0.0281, -0.0137, -0.0067], [-0.0018, 0.0009, 0.0025], [-0.0134, 0.0054, -0.0042], [0.0241, -0.0144, -0.0015], [0.0013, -0.0001, 0.0009], [-0.0026, 0.0012, -0.0043], [0.0259, -0.0284, -0.0016], [0.0037, -0.0067, -0.0059], [-0.0025, -0.0019, -0.0022], [-0.0045, -0.0004, -0.0040], [0.0006, 0.0020, -0.0024], [0.0017, 0.0004, 0.0017], [0.0004, -0.0008, 0.0017], [0.0009, 0.0039, -0.0010], [0.0029, 0.0022, 0.0004], [0.0015, -0.0027, -0.0046], [-0.0352, 0.0351, 0.0180], [-0.0096, -0.0016, 0.0000], [-0.0530, 0.0452, -0.0287], [-0.0014, -0.0010, 0.0026], [0.0006, 0.0046, -0.0011], [-0.0816, 0.0349, 0.0024], [0.0016, 0.0040, -0.0018], [-0.0033, 0.0051, 0.0024], [0.0014, -0.0005, 0.0024], [0.0001, -0.0017, -0.0005], [-0.0006, -0.0021, 0.0015], [0.0814, 0.0364, 0.0446], [0.0196, -0.0015, 0.0509], [-0.0812, -0.0134, 0.0143], [0.0007, -0.0006, -0.0004], [-0.0074, -0.0074, 0.0061], [0.0353, 0.0594, -0.0657], [0.0185, -0.0024, -0.0072]]}

***

(2)
{"formula": "C46H36BrHfN8O7SSe", "method": "wB97M-V/def2-TZVPD", "largest_force_ev_per_a": 5.7, "gap_ha": 0.2263, "charge": 1, "e_homo_ev": -9.772, "e_above_lowest_kcal_mol": 17.4, "molar_mass_g_mol": 1182.26, "species": ["Hf", "Br", "Se", "S", "O", "O", "O", "O", "O", "O", "O", "N", "N", "N", "N", "N", "N", "N", "N", "C", "C", "C", "C", "C", "C", "C", "C", "C", "C", "C", "C", "C", "C", "C", "C", "C", "C", "C", "C", "C", "C", "C", "C", "C", "C", "C", "C", "C", "C", "C", "C", "C", "C", "C", "C", "C", "C", "C", "C", "C", "C", "C", "C", "C", "C", "H", "H", "H", "H", "H", "H", "H", "H", "H", "H", "H", "H", "H", "H", "H", "H", "H", "H", "H", "H", "H", "H", "H", "H", "H", "H", "H", "H", "H", "H", "H", "H", "H", "H", "H", "H"], "positions_angstrom": [[-0.8000, -0.8697, -0.8940], [-0.3803, 8.4571, -0.0213], [1.2521, -2.3051, -1.7993], [-2.0284, -2.9790, -1.6447], [-3.4527, -2.9403, -1.5579], [0.3908, -0.6361, 0.6351], [-1.4692, -4.2163, -2.1127], [-1.5391, -1.7981, -2.4656], [1.4835, 2.0030, -3.8548], [-1.3946, -2.6252, -0.2922], [-4.9468, 0.1502, -1.6213], [0.0154, 3.2761, 4.5536], [-1.3187, 1.3835, 0.2245], [0.8562, -5.1262, -1.3305], [-1.5155, 0.7449, -2.4066], [-0.1957, 4.4856, 4.5439], [2.9709, -4.5657, -1.4884], [-3.1021, -0.4580, -0.5206], [1.2061, 0.5391, -2.1687], [-1.0187, 6.4833, 3.5656], [0.0763, 2.3708, 3.5207], [-3.6247, 0.0820, -1.5555], [-2.7017, -0.8621, 2.2859], [-2.4133, -0.5868, 3.6098], [0.6805, 1.3209, -3.0383], [-4.9359, -0.0302, 2.5941], [3.9493, -6.8376, -1.0036], [1.5788, -6.2773, -1.1289], [-3.4483, 1.4251, -3.6550], [4.1571, -3.8113, -1.7682], [0.6308, 6.1756, 1.3503], [1.1185, 0.3309, 2.6958], [-5.4508, -0.3965, -0.3978], [1.6987, -4.1057, -1.5365], [-0.6230, 1.3680, 1.3865], [-1.2764, 2.1597, -4.3296], [-1.9227, 3.1941, 2.2709], [0.9960, 1.3326, 3.6476], [6.0068, 0.5738, -0.7875], [0.3219, 0.3109, 1.5526], [4.9827, 0.7908, -1.6918], [-3.9616, -0.5696, 1.7664], [-2.6131, 3.2055, 1.0858], [-3.3827, -0.0313, 4.4301], [0.6519, 5.2302, 2.3550], [2.8209, 1.6951, -3.4567], [2.6447, 0.4999, -2.4877], [-0.8136, 2.3447, 2.4049], [3.6749, 0.4217, -1.3835], [1.2070, -7.5859, -0.8565], [-0.7556, 1.4333, -3.2587], [3.5673, -8.1304, -0.6997], [-2.8398, 0.7538, -2.5944], [4.4516, -0.4097, 0.7373], [-2.6465, 2.1388, -4.5356], [2.9362, -5.9140, -1.2157], [-2.2283, 2.3262, 0.0732], [-0.2616, 7.2357, 1.4311], [5.7488, -0.0455, 0.4228], [-1.0664, 7.4129, 2.5494], [-4.6421, 0.2337, 3.9228], [-4.1971, -0.9439, 0.3234], [-0.2079, 5.3442, 3.4560], [2.2228, -8.4987, -0.6378], [3.4168, -0.1714, -0.1541], [3.2468, 2.5765, -2.9610], [-1.4375, -0.8227, 4.0059], [1.2956, 6.0863, 0.5022], [5.2206, 1.2235, -2.6512], [-1.6335, 6.6038, 4.4428], [-3.4530, 3.8607, 0.9255], [2.7674, -0.4491, -3.0469], [0.1696, -7.8724, -0.8108], [1.3535, 4.4100, 2.3082], [-5.9387, 0.4192, 0.1447], [6.5566, -0.2331, 1.1123], [-0.6134, 2.7064, -4.9808], [-1.7107, 8.2761, 2.6230], [-2.7280, 2.3905, -0.8844], [4.9881, -6.5552, -1.0598], [3.9178, -2.7538, -1.6568], [-1.9712, -1.3597, 1.6500], [-3.1596, 0.1835, 5.4634], [3.3992, 1.4487, -4.3485], [-2.2368, 3.8201, 3.0913], [-6.1729, -1.1742, -0.6412], [4.9513, -4.0929, -1.0805], [-3.0860, 2.6732, -5.3637], [1.9748, -9.5223, -0.4011], [7.0108, 0.8724, -1.0444], [-4.5222, 1.3865, -3.7642], [4.3260, -8.8727, -0.5045], [-5.9357, 0.1549, 2.2308], [-4.1768, -2.0408, 0.2464], [4.4813, -3.9980, -2.7925], [-0.1583, -5.0000, -1.4764], [4.2450, -0.9126, 1.6706], [1.8467, -0.4522, 2.8284], [2.4096, -0.4593, 0.1029], [-5.4111, 0.6319, 4.5664], [1.6417, 1.3451, 4.5119]], "forces_ev_per_a": [[1.7467, 5.3480, 0.9224], [0.0482, -0.1098, 0.2282], [2.3916, -0.9999, -0.9810], [-1.5493, -2.5981, -1.0569], [-0.2975, -0.2723, -0.1271], [0.7427, 0.1412, 1.5922], [-0.1382, 0.0014, -0.1533], [-1.4302, -1.3398, -2.1348], [-0.7187, 0.0638, -0.3066], [-0.9897, -1.6047, 0.8681], [0.2605, 0.2816, -0.7308], [-0.0373, -0.2084, 1.5982], [0.2798, 0.0984, 0.2592], [0.1226, 0.3767, -0.1029], [-0.5095, 0.2247, -0.8115], [-0.0838, 0.2991, 1.1927], [-0.7936, 0.2228, 0.0644], [-0.0775, 0.3048, -1.1751], [-0.9382, 0.3629, -0.0472], [0.1326, -0.5776, 0.0162], [0.3496, -1.1813, -1.4766], [-0.1978, -0.1490, 0.8134], [-0.1578, -0.0656, 0.0283], [0.0801, -0.0823, -0.0460], [0.9376, -0.4103, 0.5248], [0.1288, -0.1095, -0.1293], [-0.0429, 0.1171, -0.0412], [0.8349, -0.3803, 0.0937], [0.2080, -0.1005, 0.2676], [0.3207, 0.4524, -0.1432], [-0.0947, 0.1281, -0.1281], [-0.3693, -0.4034, -1.1185], [-0.1649, -0.2118, 0.7835], [-0.4904, 0.4024, 0.2587], [0.3205, 0.3128, 0.4777], [-0.0511, -0.1819, 0.3031], [-0.1674, 0.0007, -0.3056], [-0.5289, 1.0258, 0.2207], [0.0780, -0.0064, -0.0781], [0.4905, 0.7518, 1.3819], [-0.1452, -0.0405, 0.0728], [0.0464, 0.0342, -0.0796], [0.1447, -0.0569, 0.2391], [-0.0204, 0.0679, 0.0062], [-0.1500, -0.1419, 0.3929], [0.6188, -0.1703, 0.4423], [0.5570, -0.3489, -0.4427], [0.2172, -0.2370, -0.0687], [-0.1187, 0.0203, -0.0637], [0.0257, 0.1052, -0.0009], [-0.5457, 0.2523, -0.2591], [0.0554, 0.0354, -0.0335], [-0.1428, 0.3891, -0.7038], [-0.0150, -0.0381, -0.0142], [0.0305, -0.1379, 0.2220], [-0.5738, -0.8177, 0.1332], [0.0942, -0.1674, -0.1187], [0.0028, 0.1009, -0.1063], [0.0391, 0.0719, 0.0284], [0.0763, 0.0902, -0.3569], [-0.0369, 0.0362, 0.1008], [-0.2086, -0.5629, 0.2209], [0.1637, 0.8299, -1.4460], [-0.0833, -0.0087, 0.0119], [-0.1394, 0.1285, 0.0023], [-0.0871, -0.1623, -0.0897], [0.1229, 0.0008, 0.0455], [-0.0147, 0.0180, -0.0062], [0.0258, 0.1118, -0.1428], [-0.0237, 0.0055, 0.1773], [-0.0648, 0.1202, -0.0139], [-0.0625, 0.3803, 0.0873], [-0.1424, -0.0516, 0.0422], [0.0275, -0.0901, -0.0439], [0.0559, -0.1400, -0.0866], [0.0718, -0.0354, 0.1055], [0.0752, 0.0017, -0.0153], [-0.0511, 0.0181, -0.0143], [-0.0346, -0.0197, 0.0195], [0.1302, 0.0025, -0.0115], [0.1519, -0.0531, 0.0542], [-0.0890, 0.0856, 0.2874], [0.0236, 0.0046, 0.1161], [-0.1006, 0.0913, 0.1266], [0.0493, 0.1087, 0.0255], [0.0608, 0.0844, 0.0137], [-0.0238, 0.0248, 0.0548], [-0.0232, 0.0298, -0.0626], [-0.0541, -0.0599, -0.0137], [0.1327, 0.0200, -0.0089], [-0.0031, -0.0117, 0.0189], [0.0550, -0.0542, -0.0139], [-0.0812, 0.0566, -0.0540], [-0.0734, 0.3254, 0.0342], [0.0564, 0.0013, 0.0052], [0.2693, -0.0040, 0.0844], [-0.0431, 0.0245, 0.1262], [0.0867, -0.1578, 0.0156], [0.0597, -0.0559, -0.0443], [-0.0644, 0.0778, 0.0745], [0.0450, -0.0553, 0.1271]]}